Entry i
ORCA calculation (ωB97M-V with the def2-TZVPD basis set) on an isolated molecule of C2H4N2O3.

structure (SMILES)	O/N=C1\NOCO1
gap between HOMO and LUMO	10.00	eV
E_LUMO	0.77	eV

Geometry as ORCA input:
```
! RIJCOSX wB97M-V def2-TZVPD def2/J DEFGRID3
* xyz 0 1
O 0.764 -1.068 -0.288
O 1.349 1.029 -0.075
O -2.409 0.394 0.035
N -1.591 -0.870 0.026
N -0.146 1.000 -0.080
C -0.418 -0.376 -0.178
C 1.756 -0.306 0.229
H 2.462 -0.777 -0.618
H -0.646 1.650 -0.614
H -3.298 -0.200 0.262
H 2.176 -0.477 1.300
*
```


Entry ii
ORCA calculation (ωB97M-V with the def2-TZVPD basis set) on C2H4N2O3 as an isolated structure.

gap between HOMO and LUMO	9.85	eV
E_LUMO	0.89	eV

Geometry as ORCA input:
```
! RIJCOSX wB97M-V def2-TZVPD def2/J DEFGRID3
* xyz 0 1
O -2.212 1.246 0.085
O 2.664 -0.369 -0.904
O 2.283 0.780 -0.231
N -1.142 -0.569 -0.471
N 1.815 -1.143 -0.006
C -1.898 -0.049 0.467
C 1.585 -0.033 0.583
H 1.211 0.230 1.576
H -0.701 -0.164 -1.337
H -0.663 -1.499 -0.371
H -2.942 1.572 0.609
*
```


Which of them is most stable, and which least? Most stable: entry i; least stable: entry ii.


Entry i
ORCA calculation (ωB97M-V with the def2-TZVPD basis set) on an isolated molecule of C2H4N2O3.

structure (SMILES)	[H]/N=C(/O)OC(N)=O
gap between HOMO and LUMO	11.03	eV
E_LUMO	0.66	eV

Geometry as ORCA input:
```
! RIJCOSX wB97M-V def2-TZVPD def2/J DEFGRID3
* xyz 0 1
O 0.452 -0.007 -0.360
O 1.824 1.597 0.212
O -1.550 -0.690 0.504
N -0.028 1.433 1.483
N -0.604 -1.714 -1.279
C -0.663 -0.796 -0.296
C 0.661 1.024 0.531
H 0.177 -1.734 -1.909
H 1.980 2.323 0.833
H -1.352 -2.378 -1.373
H -0.896 0.940 1.655
*
```


Entry ii
ORCA calculation (ωB97M-V with the def2-TZVPD basis set) on an isolated molecule of C2H4N2O3.

structure (SMILES)	NC(=O)C(=O)NO
gap between HOMO and LUMO	9.38	eV
E_LUMO	-0.31	eV

Geometry as ORCA input:
```
! RIJCOSX wB97M-V def2-TZVPD def2/J DEFGRID3
* xyz 0 1
O 2.317 -0.698 0.168
O -0.338 1.796 -0.168
O -0.029 -1.447 -0.249
N -1.939 -0.425 0.432
N 1.602 0.533 0.253
C 0.303 0.762 0.123
C -0.543 -0.404 -0.012
H -2.207 0.587 -0.039
H 2.100 1.423 -0.120
H -2.540 -1.054 -0.093
H 1.275 -1.074 -0.295
*
```


Entry iii
ORCA calculation (ωB97M-V with the def2-TZVPD basis set) on an isolated molecule of C2H4N2O3.

structure (SMILES)	C=NOC[N+](=O)[O-]
gap between HOMO and LUMO	10.99	eV
E_LUMO	0.55	eV

Geometry as ORCA input:
```
! RIJCOSX wB97M-V def2-TZVPD def2/J DEFGRID3
* xyz 0 1
O -1.244 1.142 0.430
O -2.802 -0.016 -0.369
O 0.498 -0.581 0.443
N -1.676 0.105 0.004
N 0.913 0.407 -0.507
C 1.874 1.074 -0.059
C -0.695 -1.141 0.066
H 2.417 1.597 -0.841
H -0.643 -1.683 -0.917
H -0.845 -1.884 0.727
H 2.203 0.978 1.023
*
```


Which of them is most stable, and which least? Most stable: entry i; least stable: entry iii.


Entry i
ORCA calculation (ωB97M-V with the def2-TZVPD basis set) on a 2-piece molecular cluster, H2N3O2 overall.

gap between HOMO and LUMO	7.65	eV
E_LUMO	4.69	eV

Geometry as ORCA input:
```
! RIJCOSX wB97M-V def2-TZVPD def2/J DEFGRID3
* xyz -1 1
O 0.487 2.064 1.424
O 0.381 -0.104 1.401
N -0.248 -0.724 -1.007
N 0.100 0.458 -1.251
N 0.115 1.016 0.886
H 0.343 -1.581 -0.665
H -1.177 -1.129 -0.788
*
```


Entry ii
ORCA calculation (ωB97M-V with the def2-TZVPD basis set) on a 2-piece molecular cluster, H2N3O2 overall.

gap between HOMO and LUMO (spin up / spin down)	3.35 / 3.17	eV
E_LUMO (spin up / spin down)	0.95 / 0.85	eV

Geometry as ORCA input:
```
! RIJCOSX wB97M-V def2-TZVPD def2/J DEFGRID3
* xyz -1 1
O 2.224 -1.617 -1.466
O 1.715 -2.165 0.640
N 1.545 -1.475 -0.480
N -2.139 2.097 0.095
N 0.665 -0.697 -0.144
H -2.776 1.967 0.979
H -1.235 1.889 0.376
*
```


Which of them is most stable, and which least? Most stable: entry i; least stable: entry ii.


Entry i
ORCA calculation (ωB97M-V with the def2-TZVPD basis set) on a 2-piece molecular cluster, C4H2ClO2 overall.

gap between HOMO and LUMO (spin up / spin down)	4.71 / 4.72	eV
E_LUMO (spin up / spin down)	3.46 / 3.46	eV

Geometry as ORCA input:
```
! RIJCOSX wB97M-V def2-TZVPD def2/J DEFGRID3
* xyz -1 1
Cl 0.050 1.984 -1.558
O 1.758 -1.555 1.693
O -2.575 0.572 1.316
C 0.769 0.433 -1.739
C -0.502 -0.631 1.612
C -1.528 0.061 1.496
C 0.726 -0.956 1.619
H 1.397 0.417 -2.670
H -0.095 -0.325 -1.768
*
```


Entry ii
ORCA calculation (ωB97M-V with the def2-TZVPD basis set) on an isolated ion of composition C4H2ClO2 and charge -1.

structure (SMILES)	O=C1CC([O-])=C1Cl
gap between HOMO and LUMO	7.63	eV
E_LUMO	3.81	eV

Geometry as ORCA input:
```
! RIJCOSX wB97M-V def2-TZVPD def2/J DEFGRID3
* xyz -1 1
Cl 1.074 -1.747 -1.940
O 0.020 1.723 -1.491
O 0.371 -1.725 1.410
C 0.378 -0.600 -0.731
C 0.195 -0.818 0.621
C -0.380 0.611 0.761
C 0.033 0.751 -0.743
H -1.434 0.369 0.691
H -0.254 1.438 1.423
*
```


Which of them is most stable, and which least? Most stable: entry ii; least stable: entry i.


Entry i
ORCA calculation (ωB97M-V with the def2-TZVPD basis set) on a 2-piece molecular cluster, C13H19N overall.

structure (SMILES)	Cc1c[nH]c2ccccc12.CC(C)C
gap between HOMO and LUMO	8.71	eV
E_LUMO	0.87	eV

Geometry as ORCA input:
```
! RIJCOSX wB97M-V def2-TZVPD def2/J DEFGRID3
* xyz 0 1
N 2.435 -0.307 -1.883
C -3.313 0.878 -0.225
C 1.946 -1.031 -0.823
C -4.204 0.137 0.793
C 3.769 0.077 -1.482
C 1.286 -2.005 1.727
C 3.970 -0.200 -0.153
C 2.524 -1.409 1.556
C -2.854 2.165 0.321
C 5.159 0.241 0.550
C 0.351 -2.053 0.626
C 0.677 -1.619 -0.676
C -4.199 1.064 -1.359
C 2.831 -0.914 0.282
H 3.295 -1.446 2.316
H -5.288 0.373 0.608
H -0.649 -2.464 0.744
H 2.221 -0.403 -2.864
H -4.401 0.126 -1.884
H 4.312 0.584 -2.244
H -0.065 -1.621 -1.494
H -2.286 2.761 -0.392
H 5.478 -0.310 1.355
H -3.937 -0.903 0.805
H -2.096 1.968 1.105
H -2.551 0.106 -0.322
H -5.187 1.546 -0.998
H 6.057 0.544 -0.161
H -3.536 2.859 0.798
H 0.932 -2.281 2.743
H 5.220 1.265 0.980
H -3.855 1.689 -2.118
H -4.039 0.582 1.772
*
```


Entry ii
ORCA calculation (ωB97M-V with the def2-TZVPD basis set) on a 2-piece molecular cluster, C13H19N overall.

structure (SMILES)	Cc1c[nH]c2ccccc12.CC(C)C
gap between HOMO and LUMO	8.64	eV
E_LUMO	0.83	eV

Geometry as ORCA input:
```
! RIJCOSX wB97M-V def2-TZVPD def2/J DEFGRID3
* xyz 0 1
N 2.630 0.140 -1.812
C 2.604 1.249 1.750
C 2.444 0.633 0.440
C -4.048 0.153 -0.620
C 2.203 -1.052 -1.162
C 1.537 -3.044 0.698
C 2.889 1.058 -0.806
C 2.056 -0.736 0.214
C 1.900 -2.404 -1.487
C 1.613 -1.719 1.155
C 1.562 -3.376 -0.645
C -2.858 0.870 -0.302
C -2.863 2.310 -0.576
C -2.204 0.738 1.139
H -2.601 1.260 1.905
H 1.774 0.817 2.481
H -3.829 -0.877 -0.958
H -3.518 2.876 0.256
H 2.126 -2.611 -2.540
H -4.449 0.625 -1.514
H 3.318 2.072 -0.955
H 1.460 -1.539 2.196
H 2.602 2.382 1.763
H -1.869 2.751 -0.505
H 3.496 1.126 2.437
H -2.022 -0.291 1.375
H 1.370 -4.260 -1.058
H 1.477 -3.906 1.322
H -3.384 2.520 -1.538
H -1.993 0.558 -1.003
H -1.264 1.167 1.007
H 2.652 0.393 -2.756
H -4.810 0.115 0.101
*
```


Entry iii
ORCA calculation (ωB97M-V with the def2-TZVPD basis set) on a 2-piece molecular cluster, C13H19N overall.

structure (SMILES)	CCc1c[nH]c2ccccc12.CCC
gap between HOMO and LUMO	8.66	eV
E_LUMO	0.90	eV

Geometry as ORCA input:
```
! RIJCOSX wB97M-V def2-TZVPD def2/J DEFGRID3
* xyz 0 1
N 2.002 -0.992 0.135
C -0.685 0.002 -2.661
C -2.572 -1.716 1.221
C 0.662 0.034 -3.064
C 0.938 3.612 1.174
C 1.698 -0.339 -2.190
C -0.160 -0.932 -0.514
C -1.182 -1.761 1.811
C 1.227 -1.429 1.207
C -1.101 -0.431 -1.425
C -0.091 -1.418 0.833
C -0.986 1.997 1.954
C -0.172 2.655 0.782
C 1.191 -0.774 -0.940
H -1.011 2.522 2.899
H -2.154 -0.468 -1.150
H -0.623 0.961 2.025
H -0.996 -1.126 2.689
H -2.032 1.997 1.605
H 1.779 3.188 1.766
H 2.708 -0.417 -2.542
H 0.461 4.435 1.710
H 1.700 -1.690 2.158
H -2.802 -0.633 1.042
H -1.434 0.316 -3.363
H 0.854 0.290 -4.085
H 2.999 -1.044 0.079
H -0.781 3.074 -0.015
H -3.278 -2.055 1.916
H -2.648 -2.218 0.243
H 0.199 1.746 0.277
H -0.892 -2.733 2.159
H 1.520 3.805 0.255
*
```


Which of them is most stable, and which least? Most stable: entry iii; least stable: entry ii.


Entry i
ORCA calculation (ωB97M-V with the def2-TZVPD basis set) on a 5-piece molecular cluster, C2H13NO3S overall.

gap between HOMO and LUMO	8.02	eV
E_LUMO	-1.18	eV

Geometry as ORCA input:
```
! RIJCOSX wB97M-V def2-TZVPD def2/J DEFGRID3
* xyz 0 1
S -0.463 0.678 -1.501
O 2.394 1.546 -0.904
O -3.316 0.272 -0.226
O 2.969 -0.629 0.442
N -1.308 -0.965 1.661
C -0.200 -0.880 -0.605
C -0.176 -0.597 0.860
H -1.534 -1.937 1.509
H -0.961 -1.591 -0.910
H 2.681 0.260 0.136
H 0.773 -1.313 -0.845
H -2.127 -0.373 1.485
H 1.534 1.207 -1.256
H -0.323 1.415 0.460
H -2.633 0.580 -0.853
H -4.047 0.891 -0.306
H -0.265 0.571 0.631
H 3.797 -0.752 -0.030
H 0.701 -0.833 1.454
H 2.505 2.450 -1.202
*
```


Entry ii
ORCA calculation (ωB97M-V with the def2-TZVPD basis set) on a 4-piece molecular cluster, C2H13NO3S overall.

structure (SMILES)	NCCS.O.O.O
gap between HOMO and LUMO	9.73	eV
E_LUMO	0.29	eV

Geometry as ORCA input:
```
! RIJCOSX wB97M-V def2-TZVPD def2/J DEFGRID3
* xyz 0 1
S 2.295 -0.211 1.102
O 2.480 2.166 5.624
O -2.693 1.275 -1.849
O -3.474 -0.282 -4.989
N -1.226 -1.594 -0.403
C 1.163 -1.043 -0.274
C -0.252 -0.623 0.095
H -2.159 -1.579 0.105
H -2.891 0.605 -1.181
H -0.548 0.338 -0.266
H 3.256 -1.130 0.999
H 2.430 2.656 4.806
H 2.417 1.263 5.235
H 1.466 -0.583 -1.248
H -1.440 -1.295 -1.342
H -3.280 -0.067 -5.886
H 1.434 -2.172 -0.291
H -1.764 1.565 -1.657
H -2.801 0.277 -4.503
H -0.226 -0.616 1.209
*
```


Which of them is most stable, and which least? Most stable: entry ii; least stable: entry i.